The following is a quantum chemistry calculation of a cluster of 2 separate species, C3H13N4 in total, from the Open Molecules 2025 dataset.

The geometry in ORCA input format:
```
! wB97M-V def2-TZVPD RIJCOSX def2/J DEFGRID3
* xyz 1 1
C -2.1262 0.3453 0.1169
N -1.3176 0.1744 -1.1219
C -0.8783 1.4642 -1.7171
H -2.3715 -0.6380 0.5076
H -1.5261 0.8958 0.8353
H -3.0442 0.8728 -0.1214
H -1.8548 -0.3469 -1.8041
H -0.4893 -0.4435 -0.8436
H -1.7452 2.1017 -1.8011
H -0.3994 1.2845 -2.6721
H -0.1743 1.9166 -1.0197
N 2.9544 -0.8351 1.0225
C 1.5900 -0.9250 0.8654
N 0.8771 -0.9966 2.0206
N 0.9966 -1.0530 -0.2772
H 3.4317 -0.3626 0.2688
H 3.2742 -0.5285 1.9255
H 1.2326 -0.6526 2.8907
H -0.1164 -1.0845 1.9317
H 1.6868 -1.1888 -1.0067
*
```

Kohn-Sham gap: 10.4 eV
DFT total energy: -9276.9780 eV
LUMO: -0.0997 Ha
HOMO: -13.1 eV
strongest force on any atom: 0.68 eV Å⁻¹


The following is a quantum chemistry calculation of a cluster of 2 separate species, C4H9N2O in total in a non-equilibrium geometry, from the Open Molecules 2025 dataset.

The geometry in ORCA input format:
```
! wB97M-V def2-TZVPD RIJCOSX def2/J DEFGRID3
* xyz 1 1
C 2.5802 1.5688 0.5254
C -1.6925 -0.2881 0.2185
C -0.4571 -0.6703 -0.2667
C -2.5808 0.3950 -0.7737
N 2.7619 0.4079 0.2217
N 0.6888 -1.2160 0.4918
O 2.2580 2.6311 0.7699
H -2.1474 -0.4373 1.1644
H -0.0958 -0.2481 -1.0868
H -2.1343 0.0545 -1.8141
H -2.3683 1.4474 -0.7772
H -3.5980 0.3458 -0.7543
H 3.7204 0.1145 0.0133
H 1.6114 -0.9411 0.1187
H 0.8253 -2.2821 0.4976
H 0.6281 -0.8819 1.4515
*
```

Kohn-Sham gap: 10.9 eV
DFT total energy: -9313.3353 eV
LUMO: -0.1248 Ha
HOMO: -14.3 eV
strongest force on any atom: 5.46 eV Å⁻¹


The following is a quantum chemistry calculation of a structure of composition C31H58BrN4OP3Pt in a non-equilibrium geometry, from the Open Molecules 2025 dataset.

The geometry in ORCA input format:
```
! wB97M-V def2-TZVPD RIJCOSX def2/J DEFGRID3
* xyz 4 5
N 4.2788 -2.8301 -7.9153
C 4.9604 -2.6669 -6.7771
C 4.3391 -2.2793 -5.5745
C 2.9295 -2.0818 -5.4976
C 2.2547 -2.2764 -6.7124
C 2.9550 -2.6372 -7.8803
C 2.2298 -1.7587 -4.2217
Pt -1.9645 -1.2476 -1.0415
P -2.8949 -1.9072 1.2711
C 0.9038 -1.8831 -3.8226
C 0.5751 -1.8225 -2.3902
C -0.4738 -2.6327 -1.7346
C -0.4359 -2.7142 -0.2582
C 0.1252 -1.5292 0.4287
C 1.2113 -0.9890 -0.2059
C 1.4053 -1.0626 -1.5822
Br -0.2165 -0.2790 2.1234
H 2.9806 -1.4761 -3.4910
H 0.1606 -2.0846 -4.6143
H 4.9691 -2.1247 -4.7164
H 1.1853 -2.1279 -6.7361
H 6.0472 -2.8498 -6.8234
H 2.4142 -2.7853 -8.8262
H -0.9757 -3.3071 -2.4513
H 2.2475 -0.5137 -2.0106
H -0.6290 -3.6969 0.1723
H 2.0049 -0.5898 0.3822
P -2.5906 0.9606 -1.0925
C -1.8892 -2.9415 2.4503
C -2.6175 -3.9544 3.3282
H -1.3643 -2.1710 3.0239
H -1.0718 -3.3593 1.8733
H -1.9210 -4.5648 3.9167
H -3.2558 -3.4947 4.0810
H -3.2731 -4.6365 2.7738
C -4.4247 -2.9409 1.1499
C -5.6258 -2.8597 2.0875
H -4.0476 -3.9598 1.1704
H -4.6820 -2.7722 0.1008
H -6.4319 -3.4635 1.6439
H -5.5028 -3.3310 3.0685
H -5.9801 -1.8392 2.2807
C -3.4259 -0.7017 2.6734
C -3.4799 -1.1673 4.1422
H -4.4519 -0.4858 2.3665
H -2.8228 0.2064 2.5243
H -3.5972 -0.3321 4.8557
H -4.3366 -1.8481 4.2864
H -2.5842 -1.7175 4.4834
C -2.4332 2.3955 0.0470
C -2.5073 3.7848 -0.6145
H -1.4699 2.2588 0.5654
H -3.2135 2.3004 0.8211
H -1.5290 4.1425 -0.9454
H -3.1804 3.8314 -1.4743
H -2.8791 4.5533 0.0715
C -4.2811 1.0106 -1.8223
C -4.4446 0.0651 -3.0170
H -4.6111 2.0348 -2.0515
H -4.9173 0.6812 -0.9879
H -4.3028 0.5276 -4.0067
H -3.7039 -0.7473 -2.9386
H -5.4430 -0.3898 -2.9777
C -1.4769 1.3214 -2.5578
C -0.1739 2.0209 -2.1723
H -1.9951 1.8112 -3.3952
H -1.2289 0.3130 -2.9509
H 0.6394 1.7095 -2.8453
H -0.2421 3.1145 -2.2137
H 0.1371 1.7443 -1.1562
C 2.9305 -0.1901 3.2856
N 3.5328 0.8227 2.4232
C 4.5870 0.3065 1.5478
P 2.6476 2.1046 1.7824
O 1.8099 1.9421 0.5601
N 1.7432 2.6256 3.0988
C 0.6288 3.5506 2.8590
C 2.1613 2.5914 4.4969
N 3.9274 3.1757 1.4368
C 4.8243 3.5809 2.5071
C 3.8281 4.1314 0.3381
H 3.7311 -0.5800 3.9216
H 2.4882 -1.0024 2.7046
H 2.1417 0.2321 3.9074
H 4.1563 -0.3058 0.7417
H 5.1188 1.1528 1.0960
H 5.2605 -0.2931 2.1677
H -0.2529 3.1699 3.3994
H 0.9024 4.5563 3.2236
H 0.4202 3.6041 1.7797
H 1.3028 2.2413 5.0878
H 2.9968 1.9111 4.6521
H 2.4659 3.5939 4.8364
H 5.7159 3.9984 2.0323
H 4.3950 4.3317 3.1833
H 5.1256 2.7147 3.1001
H 3.3222 3.6516 -0.5043
H 3.2788 5.0423 0.6216
H 4.8557 4.3836 0.0527
*
```

Kohn-Sham gap (alpha / beta): 6.1 / 4.7 eV
DFT total energy: -142207.2169 eV
LUMO (alpha / beta): -0.4184 / -0.5214 Ha
HOMO (alpha / beta): -17.5 / -18.8 eV
⟨S²⟩: 6.085
strongest force on any atom: 3.96 eV Å⁻¹


The following is a quantum chemistry calculation of a structure of composition C27H32Br2Cl36FN3O6P2 in a non-equilibrium geometry, from the Open Molecules 2025 dataset.

The geometry in ORCA input format:
```
! wB97M-V def2-TZVPD RIJCOSX def2/J DEFGRID3
* xyz 0 1
C -3.3501 -1.3352 -3.0900
C -2.5864 -0.0371 -2.9455
O -2.8635 0.9046 -3.6562
N -1.5726 0.1006 -1.9846
C -0.2990 0.5308 -2.5702
C -1.4161 -0.9607 -0.9834
C -0.5647 -2.1693 -1.3529
C -0.5472 -3.1691 -0.1694
C 0.7170 -4.0431 -0.0878
C 1.7276 -3.8690 1.0811
Br 0.6472 -4.3486 2.6801
N 2.7228 -4.9283 0.9280
C 3.7994 -4.4164 0.2046
O 4.5737 -5.1195 -0.3906
C 3.8464 -2.8623 0.2158
C 5.3003 -2.5730 0.6451
C 5.7860 -1.1066 0.5972
C 6.8271 -0.7077 1.6366
F 7.8313 0.0434 1.0184
C 3.5367 -2.5176 -1.2773
C 3.9283 -1.1374 -1.8001
C 3.3997 -0.8336 -3.2347
C 2.9250 -2.0572 -3.9720
O 3.6526 -2.8575 -4.4761
O 1.5483 -2.2002 -4.0439
C 2.6393 -2.6032 1.2057
P 3.0559 -2.5343 3.1120
N 4.1981 -1.2366 3.2635
O 3.9900 -3.8873 3.3199
P 1.7246 -0.9864 0.8195
O 2.8819 0.1467 1.0188
Br 0.4360 -0.5794 2.6236
H -2.7114 -2.1426 -3.4421
H -3.8246 -1.6246 -2.1517
H -4.1389 -1.1499 -3.8136
H 0.0696 -0.1770 -3.3199
H -0.4275 1.4942 -3.0591
H 0.4426 0.6428 -1.7777
H -0.9616 -0.4793 -0.1128
H -2.4043 -1.2755 -0.6503
H -0.9892 -2.6752 -2.2219
H 0.4583 -1.8566 -1.5554
H -0.7181 -2.6297 0.7652
H -1.4105 -3.8251 -0.2895
H 0.3758 -5.0728 0.0409
H 1.2447 -4.0335 -1.0443
H 2.3927 -5.7150 0.3737
H 5.5114 -3.0102 1.6190
H 5.9104 -3.1383 -0.0613
H 4.9650 -0.4016 0.6222
H 6.3009 -0.9523 -0.3520
H 6.3907 -0.0456 2.3837
H 7.2910 -1.5645 2.1338
H 3.9892 -3.2907 -1.8975
H 2.4519 -2.5960 -1.3783
H 5.0104 -1.0529 -1.8240
H 3.5579 -0.3442 -1.1562
H 4.1996 -0.3959 -3.8295
H 2.5801 -0.1171 -3.1858
H 1.2870 -2.9166 -3.4491
H 3.8774 -0.7094 4.0716
H 5.1273 -1.5715 3.5038
H 4.8841 -3.6733 3.6114
H 2.8214 0.6311 1.8531
C 10.4956 2.2176 -0.7859
Cl 11.8294 1.2751 -0.1132
Cl 9.3725 1.1423 -1.6184
Cl 9.6560 3.0652 0.5176
Cl 11.1338 3.4007 -1.9335
C -4.2572 1.4670 1.4937
Cl -3.3482 2.7528 2.3026
Cl -3.7240 1.3372 -0.1787
Cl -3.9542 -0.0670 2.3258
Cl -5.9800 1.8435 1.5508
C -7.2462 5.7758 0.4130
Cl -8.1753 6.8374 1.4772
Cl -6.7355 6.6757 -1.0185
Cl -5.8285 5.1725 1.2708
Cl -8.2534 4.4073 -0.0777
C -11.0546 1.2857 -0.1963
Cl -9.4753 1.4361 0.5826
Cl -11.6630 -0.3582 0.0116
Cl -12.1804 2.4303 0.5391
Cl -10.8906 1.6418 -1.9179
C -13.0551 -4.1396 -0.9937
Cl -13.8959 -2.7844 -1.7505
Cl -11.7550 -4.6939 -2.0519
Cl -12.3780 -3.6195 0.5536
Cl -14.1954 -5.4595 -0.7158
C -15.1264 -2.1535 3.7366
Cl -15.5527 -3.6837 2.9623
Cl -13.6972 -1.4821 2.9477
Cl -16.4710 -1.0198 3.5815
Cl -14.7831 -2.4321 5.4462
C 4.7131 3.3642 -0.6928
Cl 5.8530 2.2108 -0.0040
Cl 3.4614 2.5269 -1.6279
Cl 3.9175 4.2477 0.6312
Cl 5.5734 4.4610 -1.7655
C 7.0433 7.9187 1.3044
Cl 8.0055 8.1896 -0.1535
Cl 5.9057 6.5977 1.0251
Cl 8.1136 7.5076 2.6488
Cl 6.1237 9.3719 1.6978
C 2.0877 8.0744 1.9649
Cl 2.9901 9.3012 2.8579
Cl 2.4963 8.1621 0.2508
Cl 2.4996 6.4670 2.5855
Cl 0.3562 8.3481 2.1749
*
```

Kohn-Sham gap: 8.4 eV
DFT total energy: -657459.7228 eV
LUMO: -0.0050 Ha
HOMO: -8.5 eV
strongest force on any atom: 1.67 eV Å⁻¹


The following is a quantum chemistry calculation of a structure of composition C17H31NO5Si3W, from the Open Molecules 2025 dataset.

The geometry in ORCA input format:
```
! wB97M-V def2-TZVPD RIJCOSX def2/J DEFGRID3
* xyz 2 1
W 0.0126 0.9082 0.4192
O -1.2640 6.9201 1.2365
C -0.9539 5.6498 1.1154
C 0.0210 5.0021 1.8970
C 0.2433 3.6699 1.6708
N -0.4273 2.9914 0.7344
C -1.3573 3.5975 -0.0099
C -1.6620 4.9187 0.1343
C -1.9704 2.6219 -0.9667
O -2.7814 2.8211 -1.7975
O -1.3763 1.3841 -0.7722
C 1.2249 2.7797 2.3870
O 2.0115 3.1387 3.1961
O 1.0795 1.5034 1.9560
H -0.7579 7.3826 1.9209
H 0.5880 5.5183 2.6619
H -2.4202 5.3979 -0.4707
C -2.5805 -1.3214 -1.0841
Si -0.9992 -1.3405 -0.1257
C -0.6969 -3.0405 0.5509
C -1.3639 -0.0592 1.8434
H -3.4075 -1.2877 -0.3636
H -2.7082 -2.2555 -1.6350
H -2.6732 -0.4686 -1.7499
H -1.6594 -3.5213 0.7384
H -0.0971 -3.0665 1.4566
H -0.1929 -3.6425 -0.2126
H -1.6294 -1.1161 1.9900
H -2.3001 0.4886 1.6923
H -0.9347 0.2431 2.8017
C -0.1376 0.2367 -3.4992
Si 1.4150 0.9954 -2.7983
C 2.9205 0.3140 -3.6415
C 1.3962 2.8623 -2.8630
C 1.4731 0.6708 -0.8546
Si 2.8582 -0.4496 -0.0618
C 3.3290 -1.8678 -1.1638
C 4.2398 0.6885 0.4215
C 2.0367 -1.2487 1.4573
H 0.0082 0.1089 -4.5746
H -1.0257 0.8520 -3.3574
H -0.3374 -0.7595 -3.0939
H 2.8933 0.6824 -4.6713
H 2.9345 -0.7731 -3.6922
H 3.8565 0.6627 -3.2019
H 1.3544 3.1991 -3.9009
H 2.2951 3.2935 -2.4169
H 0.5217 3.2861 -2.3589
H 1.6293 1.7492 -0.4696
H 4.0724 -1.6145 -1.9163
H 2.4669 -2.3124 -1.6676
H 3.7585 -2.6405 -0.5202
H 4.6672 1.2068 -0.4384
H 5.0414 0.1040 0.8800
H 3.9186 1.4285 1.1574
H 1.9178 -2.3159 1.2754
H 1.0726 -0.8802 1.8393
H 2.7005 -1.1245 2.3179
*
```

Kohn-Sham gap: 7.5 eV
DFT total energy: -55305.3645 eV
LUMO: -0.3015 Ha
HOMO: -15.7 eV
strongest force on any atom: 0.41 eV Å⁻¹


The following is a quantum chemistry calculation of a cluster of 2 separate species, C4H10N2OS in total in a non-equilibrium geometry, from the Open Molecules 2025 dataset.

The geometry in ORCA input format:
```
! wB97M-V def2-TZVPD RIJCOSX def2/J DEFGRID3
* xyz 0 1
O 0.9315 -2.2834 -0.0306
C 0.3819 -1.2258 0.2182
N 0.5959 -0.0939 -0.5638
C -0.0423 1.2138 -0.1668
C 0.3377 2.1006 -1.3872
S -0.2741 1.4448 -2.8623
C -0.6207 -1.1110 1.3604
N -0.5559 -2.1585 2.3788
H 0.6307 -0.1042 -1.5901
H -1.2054 1.1727 0.0369
H 0.3652 1.6236 0.7530
H -0.0437 3.1799 -1.2941
H 1.5258 2.0299 -1.3579
H 1.5857 0.8252 -2.9530
H -0.4767 -0.1162 1.9380
H -1.6310 -1.0966 0.8157
H -1.4407 -2.4717 2.8154
H -0.0641 -2.9294 1.8896
*
```

Kohn-Sham gap: 7.6 eV
DFT total energy: -20169.7049 eV
LUMO: -0.0585 Ha
HOMO: -9.2 eV
strongest force on any atom: 4.88 eV Å⁻¹